(1)
Density functional theory data (ωB97M-V with the def2-TZVPD basis set) for 13 unconnected molecules or ions with the total composition C4H35N2O12 in a non-equilibrium geometry.

Net charge   +1
ΔE to the lowest compared entry with this formula, charge and spin   104.99 kcal/mol

Last columns: bonded neighbours and bond lengths (Å).
Positions of all 53 atoms, in Å:
1 H 3.194 1.899 0.023  C48 1.073
2 H -2.070 -2.238 2.814  O23 1.023
3 H 2.462 2.231 2.248  N35 1.050
4 H 1.876 -2.787 -1.014  O32 0.976
5 H 1.874 0.545 2.409  N35 1.033
6 H -1.416 -1.755 -1.363  O39 0.965
7 H -1.888 -2.427 -2.711  O39 0.981
8 C -0.055 0.289 -0.092  H21 1.099, C27 1.391, N37 1.411
9 H -1.446 -0.922 1.026  N37 1.029
10 H -0.233 2.147 -2.459  O29 0.981
11 H -0.932 1.070 -4.153  O18 0.956
12 H -1.870 1.805 3.732  O51 0.930
13 O -3.044 3.244 -1.520  H31 0.949, H50 1.009
14 H 1.027 -1.301 0.937  C27 1.121
15 H -0.845 -3.040 2.285  O23 0.958
16 H 3.172 -0.938 0.095  C41 1.127
17 H -0.762 -3.890 -0.035  O38 0.933
18 O -0.264 0.814 -3.520  H11 0.956, H36 1.010
19 H -0.066 3.211 2.995  O33 0.892
20 O -3.414 0.628 -1.391  H47 1.020, H49 0.996
21 H -0.095 1.090 -0.844  C8 1.099
22 H 2.371 0.386 -1.156  C41 1.163
23 O -1.075 -2.161 2.590  H2 1.023, H15 0.958
24 H 0.618 -3.886 0.690  O38 0.875
25 H 1.089 -1.984 -3.141  O26 0.993
26 O 1.601 -1.179 -3.415  H25 0.993, H34 0.980
27 C 1.080 -0.461 0.195  C8 1.391, H14 1.121, C41 1.467
28 H 1.212 1.701 1.450  N35 1.010
29 O -0.422 3.074 -2.200  H10 0.981, H43 0.906
30 O 1.893 -1.015 3.428  H40 0.983, H45 0.964
31 H -2.111 3.160 -1.672  O13 0.949
32 O 1.243 -3.514 -1.167  H4 0.976, H46 0.992
33 O 0.772 2.940 3.140  H19 0.892, H42 0.969
34 H 2.034 -1.628 -4.170  O26 0.980
35 N 2.092 1.354 1.806  H3 1.050, H5 1.033, H28 1.010, C48 1.499
36 H -0.366 -0.179 -3.360  O18 1.010
37 N -1.319 -0.175 0.328  C8 1.411, H9 1.029, H52 0.999
38 O -0.246 -3.748 0.729  H17 0.933, H24 0.875
39 O -1.108 -2.211 -2.155  H6 0.965, H7 0.981
40 H 1.222 -1.519 2.916  O30 0.983
41 C 2.467 -0.079 -0.093  H16 1.127, H22 1.163, C27 1.467, C48 1.480
42 H 0.964 3.155 4.065  O33 0.969
43 H -0.072 3.617 -2.834  O29 0.906
44 H -1.624 0.481 3.117  O51 1.043
45 H 1.235 -0.770 4.090  O30 0.964
46 H 1.754 -4.115 -1.769  O32 0.992
47 H -3.075 1.576 -1.548  O20 1.020
48 C 3.025 1.060 0.670  H1 1.073, N35 1.499, C41 1.480, H53 1.236
49 H -4.348 0.905 -1.602  O20 0.996
50 H -3.097 3.319 -0.516  O13 1.009
51 O -1.714 1.491 2.872  H12 0.930, H44 1.043
52 H -2.177 0.305 0.150  N37 0.999
53 H 4.117 0.767 1.168  C48 1.236

***

(2)
Density functional theory data (ωB97M-V with the def2-TZVPD basis set) for 14 unconnected molecules or ions with the total composition C4H35NO15 in a non-equilibrium geometry.

Net charge   -2
ΔE to the lowest compared entry with this formula, charge and spin   0.00 kcal/mol

Last columns: bonded neighbours and bond lengths (Å).
Positions of all 55 atoms, in Å:
1 H 1.475 2.273 -3.069  O25 0.962
2 O 0.182 4.722 -1.777  H11 1.084, H12 0.968
3 H -1.723 -3.286 2.070  O7 0.989
4 O -1.432 -2.741 -1.727  H5 0.961, H34 0.958
5 H -2.092 -2.428 -1.102  O4 0.961
6 O 4.995 0.741 -1.977  H14 0.968, H17 0.977
7 O -2.177 -2.769 2.781  H3 0.989, H35 0.965
8 H 0.121 -3.124 0.977  O13 1.031
9 C -1.147 2.249 -0.281  O10 1.397, H21 1.108, C23 1.550, H27 1.099
10 O -1.455 2.915 -1.470  C9 1.397
11 H -0.632 4.007 -1.783  O2 1.084
12 H 0.521 4.680 -0.871  O2 0.968
13 O -0.634 -3.821 0.895  H8 1.031, H50 0.962
14 H 4.431 1.286 -2.544  O6 0.968
15 H 0.867 -1.399 2.671  O29 1.037
16 H 0.935 -0.779 -2.729  O30 0.968
17 H 4.572 0.988 -1.132  O6 0.977
18 C 1.154 -0.943 0.316  O22 1.378, H39 1.106, H42 1.107, C48 1.570
19 H 3.497 -1.621 3.126  O36 0.964
20 H -2.636 2.147 -2.527  O31 1.000
21 H -0.449 2.895 0.288  C9 1.108
22 O 1.103 -1.996 1.204  C18 1.378
23 C -0.524 0.850 -0.523  C9 1.550, N26 1.495, H33 1.098, C48 1.522
24 O 3.567 2.400 -0.221  H49 0.962, H55 0.985
25 O 1.845 2.719 -2.301  H1 0.962, H40 1.007
26 N -1.506 -0.051 -1.198  C23 1.495, H37 1.014, H38 1.012
27 H -2.071 2.078 0.288  C9 1.099
28 O -1.626 -0.032 4.024  H32 0.957, H53 0.987
29 O 0.806 -1.179 3.683  H15 1.037, H52 0.967
30 O 0.428 -0.352 -3.435  H16 0.968, H44 0.972
31 O -3.448 1.778 -2.980  H20 1.000, H45 0.965
32 H -2.327 -0.474 3.546  O28 0.957
33 H 0.254 0.916 -1.296  C23 1.098
34 H -0.663 -2.172 -1.684  O4 0.958
35 H -1.526 -2.529 3.453  O7 0.965
36 O 3.165 -2.498 2.902  H19 0.964, H43 0.994
37 H -2.206 0.513 -1.668  N26 1.014
38 H -2.007 -0.632 -0.538  N26 1.012
39 H 0.965 -1.241 -0.732  C18 1.106
40 H 1.241 3.500 -2.103  O25 1.007
41 H -0.647 -0.284 1.309  C48 1.099
42 H 2.141 -0.445 0.364  C18 1.107
43 H 2.519 -2.369 2.158  O36 0.994
44 H -0.330 0.000 -2.939  O30 0.972
45 H -3.031 1.294 -3.704  O31 0.965
46 H -3.611 -1.989 1.828  O47 0.975
47 O -3.796 -1.682 0.921  H46 0.975, H54 0.954
48 C 0.125 0.185 0.682  C18 1.570, C23 1.522, H41 1.099, H51 1.094
49 H 2.989 2.626 0.514  O24 0.962
50 H -0.843 -3.818 -0.044  O13 0.962
51 H 0.601 0.976 1.269  C48 1.094
52 H 1.169 -2.037 3.940  O29 0.967
53 H -0.798 -0.470 3.716  O28 0.987
54 H -3.658 -0.742 0.829  O47 0.954
55 H 3.009 2.522 -1.024  O24 0.985

***

(3)
Density functional theory data (ωB97M-V with the def2-TZVPD basis set) for 15 unconnected molecules or ions with the total composition C4H35NO16 in a non-equilibrium geometry.

Net charge   -1
Electronic energy   -1431.9268 Ha
2S+1   2

Last columns: bonded neighbours and bond lengths (Å).
Positions of all 56 atoms, in Å:
1 O -2.920 -1.644 -2.993  H28 0.923, H39 0.929
2 C 0.235 0.523 0.228  H4 1.073, N27 1.471, C37 1.598, C51 1.560
3 O -3.058 2.662 0.656  H15 0.910, H42 0.984
4 H -0.421 0.256 -0.579  C2 1.073
5 H 0.163 -3.854 -0.969  O36 0.958
6 O 2.351 0.347 2.633  H9 0.949, H23 1.040
7 H 2.986 2.649 -3.625  O22 0.955
8 H 0.289 2.432 1.395  C37 1.098
9 H 2.306 1.040 3.279  O6 0.949
10 O 1.936 -1.360 0.191  C51 1.227
11 H -0.197 0.574 2.250  N27 1.007
12 O 0.096 1.060 3.827  H47 1.033, H56 0.949
13 H 3.044 -2.906 -1.141  O18 0.958
14 O -1.191 -0.984 4.627  H31 0.956, H33 0.989
15 H -3.946 2.729 0.469  O3 0.910
16 O -0.108 1.337 -3.027  H25 0.995, H46 0.983
17 H -1.531 1.066 -2.159  O41 1.034
18 O 2.409 -3.331 -1.719  H13 0.958, H45 0.950
19 H -0.925 3.698 2.131  O40 0.914
20 O 1.275 -1.939 3.320  H44 0.988, H49 0.952
21 C -1.565 -0.738 1.319  N27 1.350, O32 1.223, H38 1.175
22 O 2.323 1.981 -3.458  H7 0.955, H50 0.987
23 H 1.791 -0.406 3.082  O6 1.040
24 O 0.304 -1.218 -2.342  H43 0.926, H52 0.957
25 H 0.491 2.120 -3.162  O16 0.995
26 H 1.282 -0.721 -4.534  O54 1.016
27 N -0.498 0.081 1.424  C2 1.471, H11 1.007, C21 1.350
28 H -2.768 -0.866 -2.520  O1 0.923
29 H 1.913 -1.263 -3.258  O54 1.021
30 H -0.598 2.514 -0.127  C37 1.027
31 H -1.751 -1.148 3.871  O14 0.956
32 O -2.324 -0.959 2.252  C21 1.223
33 H -0.553 -1.721 4.795  O14 0.989
34 H -2.262 3.003 2.269  O40 0.960
35 H 0.983 -2.856 -0.456  O36 1.051
36 O -0.047 -2.991 -0.610  H5 0.958, H35 1.051
37 C 0.223 2.117 0.345  C2 1.598, H8 1.098, H30 1.027, H53 1.012
38 H -1.780 -1.329 0.325  C21 1.175
39 H -3.651 -1.814 -3.540  O1 0.929
40 O -1.518 3.376 2.748  H19 0.914, H34 0.960
41 O -2.409 1.127 -1.618  H17 1.034, H48 1.029
42 H -2.601 1.867 0.298  O3 0.984
43 H -0.363 -1.356 -2.969  O24 0.926
44 H 1.681 -2.839 3.363  O20 0.988
45 H 2.929 -4.105 -1.899  O18 0.950
46 H 0.563 0.634 -2.876  O16 0.983
47 H -0.471 0.242 4.103  O12 1.033
48 H -2.977 1.975 -1.748  O41 1.029
49 H 1.090 -1.826 2.393  O20 0.952
50 H 2.735 1.088 -3.540  O22 0.987
51 C 1.614 -0.184 0.053  C2 1.560, O10 1.227, H55 1.073
52 H 0.327 -2.130 -2.053  O24 0.957
53 H 1.071 2.435 -0.106  C37 1.012
54 O 2.209 -0.823 -4.131  H26 1.016, H29 1.021
55 H 2.303 0.573 -0.268  C51 1.073
56 H -0.487 1.806 3.783  O12 0.949

***

(4)
Density functional theory data (ωB97M-V with the def2-TZVPD basis set) for 15 unconnected molecules or ions with the total composition C4H36NO15S in a non-equilibrium geometry.

Net charge   0
2S+1   2
ΔE to the lowest compared entry with this formula, charge and spin   0.00 kcal/mol

Last columns: bonded neighbours and bond lengths (Å).
Positions of all 57 atoms, in Å:
1 H -2.546 2.858 -1.008  O8 0.967
2 O -1.087 2.217 -3.743  H12 0.962, H45 0.963
3 O 1.316 0.474 4.462  H10 0.957, H36 0.964
4 H -0.219 2.322 3.195  O26 0.966
5 C -0.510 -1.989 -0.184  C22 1.598, H24 1.083, C33 1.546, N41 1.444
6 O -2.915 1.403 2.073  H40 0.966, H55 0.969
7 H -2.134 -1.789 -4.207  O23 0.959
8 O -2.039 3.539 -1.471  H1 0.967, H48 0.959
9 O 2.643 3.457 0.045  H17 0.952, H49 0.951
10 H 1.697 -0.400 4.541  O3 0.957
11 H -1.287 4.157 0.938  O46 0.958
12 H -1.198 1.262 -3.775  O2 0.962
13 C -1.675 -2.843 1.880  H14 1.086, H29 1.088, H31 1.096, N41 1.461
14 H -2.084 -3.804 2.182  C13 1.086
15 O -1.536 -0.152 -1.388  C33 1.273
16 H 2.232 -3.135 2.577  O57 0.958
17 H 3.578 3.285 0.011  O9 0.952
18 H 3.313 -1.415 -1.102  O42 0.968
19 H -1.793 -1.192 -2.877  O23 0.969
20 H 4.358 -0.545 -0.509  O42 0.958
21 H 2.275 -0.766 -3.313  O51 0.984
22 C 0.830 -1.528 0.554  C5 1.598, S27 1.834, H53 1.082, H54 1.075
23 O -1.448 -1.810 -3.538  H7 0.959, H19 0.969
24 H -0.169 -2.256 -1.176  C5 1.083
25 H -4.099 0.564 -0.761  O32 0.950
26 O 0.615 2.267 2.711  H4 0.966, H43 0.967
27 S 0.381 0.250 0.569  C22 1.834, C33 2.119
28 H 3.090 0.430 -2.898  O51 0.964
29 H -0.966 -2.521 2.639  C13 1.088
30 O 0.593 -0.485 -3.940  H35 0.983, H56 0.968
31 H -2.543 -2.175 1.911  C13 1.096
32 O -3.793 1.175 -1.422  H25 0.950, H37 0.994
33 C -1.336 -0.684 -0.248  C5 1.546, O15 1.273, S27 2.119, H38 1.091
34 O 4.452 -0.539 1.679  H44 0.965, H50 0.973
35 H 0.340 -1.398 -3.678  O30 0.983
36 H 1.261 0.859 3.580  O3 0.964
37 H -2.939 0.769 -1.729  O32 0.994
38 H -2.294 -0.650 0.273  C33 1.091
39 H -2.498 3.314 1.385  O46 0.960
40 H -3.142 1.047 1.204  O6 0.966
41 N -1.055 -3.087 0.579  C5 1.444, C13 1.461, H47 1.015
42 O 4.017 -1.438 -0.438  H18 0.968, H20 0.958
43 H 1.008 3.118 2.949  O26 0.967
44 H 3.751 0.064 1.404  O34 0.965
45 H -1.847 2.553 -3.256  O2 0.963
46 O -2.169 4.212 1.311  H11 0.958, H39 0.960
47 H -1.729 -3.529 -0.038  N41 1.015
48 H -1.147 3.196 -1.554  O8 0.959
49 H 1.964 2.951 0.478  O9 0.951
50 H 4.177 -1.317 1.163  O34 0.973
51 O 3.101 -0.531 -2.834  H21 0.984, H28 0.964
52 H 0.808 -3.600 2.034  O57 0.957
53 H 1.535 -1.715 -0.245  C22 1.082
54 H 0.938 -1.809 1.587  C22 1.075
55 H -1.963 1.227 2.030  O6 0.969
56 H 0.299 -0.019 -3.143  O30 0.968
57 O 1.590 -3.846 2.528  H16 0.958, H52 0.957

***

- What is the net charge in the second record?
  -2

***

- Which value of net charge does entry 3 give?
  -1

***

- Which value of net charge does entry 2 give?
  -2